(1)
Formula: C36H26ClN5O5PdS3
Source: the Open Molecules 2025 dataset
Level of theory: ωB97M-V with the def2-TZVPD basis set

```
77
Properties=species:S:1:pos:R:3:forces:R:3
Pd -0.5238 0.1649 -0.7624 0.040 0.013 -0.184
O -1.2218 -2.9983 5.9455 0.003 0.005 -0.007
N -0.8663 -3.2905 4.8243 -0.016 -0.057 0.007
O -0.4414 -4.3846 4.5066 0.004 0.027 0.014
C -0.9494 -2.2475 3.7845 0.003 0.026 -0.059
C -1.1359 -0.9902 4.2322 -0.013 -0.008 0.024
C -1.2274 0.1104 3.3265 -0.002 0.016 -0.009
C -1.4054 1.4389 3.7347 0.012 0.002 0.006
C -1.4590 2.4278 2.7846 -0.005 0.004 0.000
C -1.3105 2.0886 1.4369 -0.015 -0.009 0.009
N -1.1295 0.8443 1.0408 -0.015 0.001 0.070
C -1.0843 -0.1380 1.9676 0.008 -0.046 -0.019
C -0.9038 -1.4820 1.4938 -0.008 0.030 0.006
N -0.8026 -1.6193 0.1511 -0.021 0.002 0.017
C -0.6151 -2.8092 -0.3796 0.010 0.012 0.022
C -0.5592 -3.9486 0.4225 0.000 -0.010 -0.017
C -0.6673 -3.8369 1.7859 0.005 -0.002 0.025
C -0.8328 -2.5663 2.3740 -0.007 0.006 0.003
H -1.2115 -0.8169 5.2957 0.003 -0.005 -0.004
H -1.4919 1.6705 4.7889 -0.003 -0.003 0.000
H -1.6005 3.4640 3.0560 -0.003 -0.001 0.000
H -1.3247 2.8419 0.6612 0.008 -0.003 -0.004
H -0.4918 -2.8350 -1.4541 -0.007 -0.002 -0.002
H -0.4207 -4.9154 -0.0394 0.003 0.002 -0.001
H -0.6111 -4.7144 2.4060 0.000 0.000 0.000
Cl 2.0840 -3.0589 -8.3410 0.000 0.000 0.000
C 1.3817 -2.2848 -6.9508 -0.004 -0.003 0.003
C 0.2813 -1.4591 -7.1181 0.000 0.000 -0.006
C -0.2709 -0.8432 -6.0071 0.003 0.000 -0.005
C 0.2650 -1.0561 -4.7431 0.034 -0.009 0.010
C 1.3685 -1.8892 -4.5962 0.000 -0.007 -0.008
C 1.9350 -2.5068 -5.7002 -0.002 0.005 0.001
C -0.3578 -0.3666 -3.5601 -0.090 0.032 -0.010
O -1.2388 0.4675 -3.7118 -0.015 0.020 -0.010
O 0.1236 -0.7497 -2.4186 0.051 0.001 0.071
H -0.1305 -1.3042 -8.1056 0.001 0.001 0.000
H -1.1260 -0.1879 -6.1026 -0.001 0.000 0.002
H 1.7827 -2.0453 -3.6091 0.000 0.001 0.001
H 2.7963 -3.1526 -5.5990 -0.002 -0.001 0.000
O 1.3863 0.2474 1.5557 0.010 0.058 0.079
C 2.6145 0.0599 2.1118 -0.008 0.002 -0.062
C 2.4916 -0.7444 3.4133 0.029 -0.090 -0.030
C 2.4997 -2.1014 3.5571 -0.012 0.020 0.009
C 2.2102 -2.5309 4.8839 0.007 0.004 0.002
C 1.9798 -1.4882 5.7266 0.012 -0.004 0.004
S 2.1330 0.0146 4.9164 -0.031 0.032 0.013
C 3.5261 -0.7043 1.1529 -0.027 0.021 -0.015
C 4.7398 -1.3028 1.3135 0.002 0.010 -0.001
C 5.2499 -1.8456 0.0994 0.002 -0.025 0.013
C 4.4023 -1.6506 -0.9474 -0.016 0.029 -0.010
S 2.9821 -0.8157 -0.4713 0.002 -0.020 0.014
C 3.2489 1.4283 2.4298 0.022 -0.031 -0.010
C 2.5572 2.5346 2.8314 0.011 0.009 -0.002
C 3.3947 3.6493 3.1162 -0.007 0.009 -0.012
C 4.7116 3.3703 2.9112 -0.001 -0.003 -0.003
S 4.9354 1.7594 2.3739 -0.004 0.014 0.013
H 2.7174 -2.7691 2.7347 -0.001 -0.001 0.010
H 2.1820 -3.5663 5.1937 0.001 0.002 0.001
H 1.7532 -1.5239 6.7804 0.006 -0.001 0.003
H 5.2465 -1.3638 2.2673 0.004 -0.001 -0.005
H 6.1956 -2.3629 0.0170 -0.002 0.000 0.003
H 4.5364 -1.9666 -1.9700 0.003 0.001 0.000
H 1.4800 2.5276 2.9159 -0.018 -0.008 -0.001
H 3.0349 4.6118 3.4530 0.000 -0.001 -0.001
H 5.5572 4.0276 3.0370 -0.002 -0.001 -0.002
C 3.0868 4.0141 -0.6687 -0.022 0.018 0.023
N 1.8584 3.4013 -1.1480 0.009 0.020 -0.026
C 1.1583 3.7283 -2.2904 0.013 0.000 0.014
C 0.1417 2.8311 -2.3944 -0.018 -0.078 -0.023
N 0.2219 1.9699 -1.3261 0.078 -0.004 0.078
C 1.2666 2.3374 -0.5959 -0.052 -0.015 -0.005
H 2.9600 5.0929 -0.5978 0.000 0.000 -0.003
H 3.9084 3.7857 -1.3457 -0.001 0.000 0.002
H 3.3117 3.6164 0.3190 0.010 -0.013 0.000
H 1.4455 4.5528 -2.9184 0.001 0.000 0.001
H -0.6116 2.7112 -3.1520 -0.004 0.004 -0.001
H 1.5735 1.8108 0.3109 0.037 0.001 -0.014
```
Forces are in eV/Å.

## Properties
**HOMO level**: -7.81 eV
**Energy above the lowest of the compared OMol25 structures with the same formula, charge and spin**: 0.236 eV
**E_LUMO**: -1.29 eV
**DFT total energy**: -3820.0477 Ha

Atom charges from the Löwdin analysis, given in e for atoms 1 to 8:
1 Pd 1.08
2 O 0.09
3 N -0.33
4 O 0.07
5 C -0.06
6 C 0.07
7 C -0.13
8 C 0.02

***

(2)
Formula: C36H28BClN13O6Pb
Source: the Open Molecules 2025 dataset
Level of theory: ωB97M-V with the def2-TZVPD basis set

```
86
Properties=species:S:1:pos:R:3:forces:R:3
Pb -0.9766 -0.2241 0.0528 -0.070 -0.130 0.033
O 4.4562 2.0035 1.9553 -0.100 0.080 -0.015
C 4.7965 0.7041 1.9389 0.051 -0.012 0.010
C 5.9911 0.3868 2.5849 -0.014 0.008 -0.018
C 6.4048 -0.9219 2.6874 -0.003 0.010 -0.047
C 5.6373 -1.9707 2.1656 -0.011 0.024 -0.034
C 4.4656 -1.6789 1.5227 -0.010 -0.016 0.029
C 4.0341 -0.3399 1.3733 0.029 -0.025 -0.021
C 2.8363 -0.1686 0.5989 -0.150 -0.345 -0.002
O 1.9411 -0.9046 0.3178 0.289 0.211 0.014
N 2.8034 1.2381 -0.0798 -0.107 0.229 -0.262
N 2.6918 1.2294 -1.2487 -0.059 -0.255 0.214
C 2.6339 1.1946 -2.5040 0.000 0.134 -0.100
C 1.3967 1.1592 -3.2981 0.002 -0.017 -0.012
C 1.4896 1.5362 -4.6289 -0.025 -0.024 0.019
C 0.3347 1.4946 -5.3999 0.002 -0.001 0.005
C -0.8340 1.0598 -4.8085 0.028 -0.001 -0.013
C -0.8135 0.6839 -3.4669 0.028 -0.007 0.032
N 0.2747 0.7333 -2.7084 -0.024 0.070 0.064
H 3.5974 2.1681 1.5422 0.108 0.003 0.080
H 6.5693 1.1976 3.0060 0.007 0.011 0.003
H 7.3395 -1.1406 3.1870 0.010 0.000 0.006
H 5.9703 -2.9938 2.2612 -0.001 -0.008 0.000
H 3.8538 -2.4619 1.0946 -0.001 -0.006 0.002
H 3.6005 1.2316 -3.0005 0.022 -0.011 0.026
H 2.4315 1.8582 -5.0507 0.024 0.008 -0.009
H 0.3585 1.7883 -6.4399 0.002 0.002 -0.010
H -1.7553 0.9958 -5.3693 -0.016 -0.001 -0.004
H -1.7172 0.3128 -2.9975 -0.029 -0.018 0.027
C -1.9989 -3.4041 3.1665 0.025 0.006 -0.025
C -1.6547 -2.1038 2.8144 0.107 -0.019 0.016
N -1.8968 -1.8918 1.5219 -0.128 0.078 -0.089
N -2.4221 -3.0340 1.0219 -0.074 0.052 0.020
C -2.4706 -3.9598 1.9934 0.021 -0.024 -0.041
B -2.8860 -3.0966 -0.4722 0.022 0.030 -0.023
N -1.5983 -3.1524 -1.3348 -0.073 -0.074 -0.040
C -1.1203 -4.1197 -2.1281 0.047 -0.079 -0.061
C 0.1407 -3.7547 -2.5633 -0.008 0.044 0.013
C 0.3681 -2.5204 -1.9726 0.035 -0.009 -0.016
N -0.6800 -2.1606 -1.2302 0.058 0.013 0.024
N -3.6777 -1.7921 -0.8179 0.006 -0.002 0.076
C -4.9959 -1.6913 -1.0512 -0.008 0.023 -0.080
C -5.3214 -0.3583 -1.2140 0.043 -0.005 -0.010
C -4.1160 0.3142 -1.0591 -0.026 -0.012 -0.098
N -3.1284 -0.5567 -0.8354 0.054 0.052 0.108
N -3.8016 -4.2654 -0.7064 -0.011 -0.060 0.044
C -4.8333 -4.7076 0.0698 -0.078 -0.064 -0.045
C -5.6138 -5.5325 -0.6939 0.028 0.058 0.054
C -4.9939 -5.5245 -1.9595 -0.023 0.008 0.036
N -3.9268 -4.7543 -1.9691 0.054 0.017 -0.076
H -1.9278 -3.8740 4.1303 -0.001 -0.010 0.026
H -1.2513 -1.3133 3.4267 0.008 0.034 0.022
H -2.8242 -4.9557 1.7945 -0.061 -0.027 -0.018
H -1.7185 -4.9864 -2.3481 0.012 0.038 0.017
H 0.7875 -4.3073 -3.2197 0.021 -0.016 -0.011
H 1.2266 -1.8743 -2.0383 0.016 0.016 0.000
H -5.6184 -2.5683 -1.1073 -0.005 -0.020 0.014
H -6.2898 0.0574 -1.4228 -0.029 0.014 -0.004
H -3.9108 1.3718 -1.1130 0.003 0.028 0.022
H -4.9623 -4.3850 1.0878 0.026 0.004 0.063
H -6.4985 -6.0626 -0.3908 -0.020 -0.016 0.020
H -5.2847 -6.0483 -2.8553 -0.007 -0.009 -0.015
O 0.7402 4.2084 6.2868 0.070 -0.083 0.137
C 0.5783 3.8715 5.0189 -0.146 0.172 -0.111
O -0.0129 4.6201 4.2724 0.065 -0.205 -0.216
C 1.1159 2.5896 4.5253 0.085 -0.105 -0.073
C 1.7714 1.5577 5.1731 -0.128 0.154 0.017
Cl 2.1273 1.3888 6.8262 0.034 -0.051 -0.011
N 2.0453 0.6013 4.2594 0.015 0.049 -0.094
N 1.5931 0.9481 3.0444 0.054 0.006 -0.091
C 1.0404 2.1413 3.1893 -0.171 -0.012 0.181
C 0.4531 2.7748 1.9736 0.580 -0.172 -0.389
O -0.1179 3.9227 2.0825 -0.124 0.031 0.194
O 0.5654 2.2410 0.8669 -0.238 0.256 0.440
C 2.6598 -0.6796 4.4590 -0.016 -0.069 0.059
C 3.8580 -0.7773 5.1467 0.017 -0.021 -0.005
C 4.4004 -2.0350 5.3696 -0.043 -0.011 0.017
C 3.7553 -3.1705 4.9014 -0.005 0.028 0.024
C 2.5695 -3.0519 4.1891 0.005 -0.019 -0.028
C 2.0151 -1.8030 3.9630 0.000 -0.004 0.022
H 1.2116 3.5325 6.7985 -0.034 0.069 -0.032
H 4.3690 0.1075 5.5012 -0.024 0.027 -0.001
H 5.3297 -2.1226 5.9153 0.015 -0.009 0.008
H 4.1780 -4.1476 5.0906 0.003 -0.014 0.003
H 2.0656 -3.9335 3.8160 0.002 -0.013 0.003
H 1.0914 -1.6993 3.4115 -0.034 0.017 0.004
```
Forces are in eV/Å.

## Properties
**HOMO level (spin up / spin down)**: -13.32 / -13.32 eV
**Total charge**: +2
**Spin multiplicity**: 2
**Energy above the lowest of the compared OMol25 structures with the same formula, charge and spin**: 0.798 eV
**E_LUMO (spin up / spin down)**: -6.95 / -7.21 eV
**DFT total energy**: -3229.3378 Ha

Atom charges from the Löwdin analysis, given in e for atoms 1 to 8:
1 Pb 1.45
2 O 0.10
3 C -0.26
4 C 0.01
5 C -0.03
6 C -0.06
7 C 0.00
8 C -0.11

***

(3)
Formula: C36H28F6OP3SSc
Source: the Open Molecules 2025 dataset
Level of theory: ωB97M-V with the def2-TZVPD basis set

```
76
Properties=species:S:1:pos:R:3:forces:R:3
Sc 1.2650 -0.1517 0.7181 -0.822 -0.201 -0.619
O 0.7511 -0.4555 -3.3985 0.514 -0.139 -0.059
S 0.1696 0.1551 -2.2085 -1.466 0.446 -0.452
C -1.4116 -0.6657 -1.8811 0.363 -0.115 0.338
C -2.6010 -0.2495 -2.4510 0.092 0.209 -0.134
C -3.7467 -0.9950 -2.2006 -0.040 0.012 -0.022
C -3.6976 -2.1223 -1.3916 -0.014 -0.002 0.003
C -2.4983 -2.5281 -0.8172 0.044 0.095 -0.047
C -1.3391 -1.8059 -1.0758 0.210 0.043 0.151
P 0.2751 -2.2875 -0.3962 -0.502 -1.267 -0.249
C -0.0286 -3.2408 1.1111 0.123 0.410 -0.070
C -0.0297 -4.6317 1.1406 -0.022 -0.005 -0.034
C -0.2453 -5.2794 2.3490 0.003 -0.075 0.034
C -0.4343 -4.5529 3.5177 0.012 0.029 -0.042
C -0.4219 -3.1615 3.4946 -0.008 0.151 0.128
C -0.2108 -2.5133 2.2943 0.054 -0.158 -0.322
C 1.0814 -3.3406 -1.6037 0.200 0.281 0.110
C 0.3577 -4.0222 -2.5830 0.025 0.058 0.057
C 1.0319 -4.8764 -3.4382 0.015 -0.074 -0.062
C 2.4111 -5.0309 -3.3373 -0.074 0.035 0.017
C 3.1306 -4.3456 -2.3640 0.055 -0.016 -0.046
C 2.4697 -3.4981 -1.4958 -0.167 0.059 0.048
C -0.2655 1.8562 -2.5423 0.443 -0.082 0.502
C -0.5830 2.2536 -3.8329 0.021 -0.268 -0.234
C -0.9426 3.5755 -4.0428 -0.018 0.044 0.002
C -0.9577 4.4750 -2.9834 0.018 0.040 0.006
C -0.6052 4.0690 -1.7012 0.008 -0.164 -0.012
C -0.2329 2.7481 -1.4727 0.174 -0.030 0.152
P 0.2080 2.2057 0.2113 -0.888 1.103 -0.141
C 1.2229 3.4812 0.9702 0.030 -0.348 0.043
C 1.1985 3.5609 2.3733 -0.046 0.012 -0.124
C 1.9935 4.4881 3.0159 0.077 0.060 0.009
C 2.8352 5.3127 2.2722 -0.020 -0.045 -0.021
C 2.8705 5.2238 0.8829 0.047 0.043 0.018
C 2.0808 4.2984 0.2257 -0.050 -0.084 -0.030
C -1.3712 2.1725 1.1016 0.259 -0.225 -0.014
C -2.0281 0.9452 1.2330 0.235 0.103 -0.044
C -3.2718 0.8773 1.8364 -0.074 -0.047 0.044
C -3.8639 2.0435 2.3047 -0.006 -0.036 -0.002
C -3.2114 3.2661 2.1842 0.028 0.060 0.007
C -1.9615 3.3373 1.5926 0.024 -0.014 0.033
H -2.6454 0.6387 -3.0669 -0.051 -0.012 -0.001
H -4.6848 -0.6814 -2.6391 -0.001 -0.005 0.009
H -4.5983 -2.6927 -1.2059 -0.009 0.016 -0.004
H -2.4604 -3.4018 -0.1786 -0.010 -0.010 -0.007
H 0.1302 -5.2042 0.2355 0.025 0.013 -0.003
H -0.2609 -6.3609 2.3791 0.016 0.010 0.003
H -0.5786 -5.0682 4.4577 -0.039 -0.013 -0.015
H -0.5741 -2.5957 4.4043 0.036 -0.030 0.006
H -0.1968 -1.4172 2.2713 -0.203 0.064 0.188
H -0.7135 -3.8965 -2.6771 -0.006 -0.009 0.000
H 0.4792 -5.4307 -4.1847 0.017 0.033 -0.031
H 2.9268 -5.6846 -4.0278 0.004 -0.029 0.030
H 4.2018 -4.4741 -2.2886 -0.006 0.012 -0.005
H 3.0193 -2.9585 -0.7315 0.068 -0.066 -0.002
H -0.5511 1.5448 -4.6520 0.006 0.026 0.001
H -1.2041 3.9057 -5.0392 0.011 -0.012 -0.006
H -1.2191 5.5106 -3.1568 -0.023 -0.012 -0.024
H -0.5967 4.7813 -0.8870 -0.006 0.045 -0.010
H 0.5369 2.9207 2.9444 0.025 0.032 0.052
H 1.9597 4.5811 4.0930 0.012 -0.035 -0.002
H 3.4741 6.0236 2.7793 -0.040 0.036 -0.006
H 3.5140 5.8835 0.3167 0.020 -0.032 -0.005
H 2.1154 4.2225 -0.8538 0.028 0.031 -0.009
H -1.5669 0.0407 0.8339 -0.149 -0.057 0.005
H -3.7824 -0.0705 1.9449 0.024 -0.008 -0.006
H -4.8382 1.9997 2.7730 0.005 0.002 0.002
H -3.6764 4.1680 2.5593 -0.013 -0.014 0.001
H -1.4441 4.2859 1.5238 -0.042 0.023 -0.005
F 3.1267 0.4364 0.5229 0.565 0.119 0.005
P 3.6096 -0.1873 2.1898 -0.539 -0.369 -0.098
F 3.6113 -0.7814 3.5923 0.132 0.041 0.022
F 4.1017 1.2259 2.4929 0.113 -0.036 -0.002
F 2.6407 -1.4893 1.6018 0.595 0.120 0.247
F 1.8959 0.4427 2.4899 0.436 0.108 0.647
F 4.8555 -0.8071 1.5721 0.139 0.125 0.102
```
Forces are in eV/Å.

## Properties
**HOMO level (spin up / spin down)**: -16.90 / -16.67 eV
**Total charge**: +3
**Spin multiplicity**: 2
**Energy above the lowest of the compared OMol25 structures with the same formula, charge and spin**: 2.340 eV
**E_LUMO (spin up / spin down)**: -9.84 / -13.05 eV
**DFT total energy**: -4245.2946 Ha

Atom charges from the Löwdin analysis, given in e for atoms 1 to 8:
1 Sc 0.92
2 O -0.27
3 S 0.99
4 C -0.35
5 C -0.02
6 C 0.00
7 C 0.00
8 C -0.03